Entry 1:
{"formula": "CH2O2S2", "method": "the ωB97M-V functional and the def2-TZVPD basis", "lumo_ev": 0.542, "homo_energy_ev": -9.7, "energy_ha": -986.00402, "elements": ["S", "C", "S", "O", "O", "H", "H"], "xyz": [[0.83758, 1.58861, -0.17765], [-0.00632, 0.05077, -0.15301], [-1.75746, 0.15419, -0.57196], [0.44008, -0.90960, 0.86361], [0.83508, -1.04561, -0.47196], [1.90455, 0.98114, 0.43959], [-2.25351, -0.81950, 0.07139]], "lowdin_charge": [0.798, -1.179, 0.811, -0.095, -0.104, -0.064, -0.166]}

***

Entry 2:
{"formula": "CH2O3PS", "method": "the ωB97M-V functional and the def2-TZVPD basis", "lumo_ev": 3.613, "homo_energy_ev": -4.1, "energy_ha": -1004.63356, "charge": -1, "elements": ["O", "C", "O", "P", "O", "S", "H", "H"], "xyz": [[-1.01196, 0.32262, -2.21512], [-0.31541, 0.33560, -1.23659], [0.00324, 1.72118, -0.28435], [0.81892, -1.00140, -0.37354], [1.73389, -0.21923, 0.49237], [-0.98441, -1.56888, 1.03272], [0.42101, 1.16200, 0.42803], [-0.66527, -0.75189, 2.15648]], "lowdin_charge": [-0.005, -0.517, -0.219, 0.450, -0.617, 0.138, -0.030, -0.200]}

***

Entry 3:
{"formula": "CH2O3S", "method": "the ωB97M-V functional and the def2-TZVPD basis", "lumo_ev": 0.449, "homo_energy_ev": -9.8, "energy_ha": -663.14085, "elements": ["C", "O", "O", "O", "S", "H", "H"], "xyz": [[-0.11996, 0.27015, 0.36204], [-1.36351, -0.69029, -1.86436], [0.38118, -1.00981, 0.03845], [0.83461, 1.02712, 0.99529], [-0.03835, -0.23993, -1.42289], [-1.24735, 0.21556, 0.69972], [1.55338, 0.42720, 1.19175]], "lowdin_charge": [-0.529, -0.492, -0.298, 0.019, 1.025, 0.173, 0.102]}

***

> What is the formula in the second record?

CH2O3PS